Below is C13H25NO6Si in the gas phase in a non-equilibrium geometry, with properties calculated with wB97M-V/def2-TZVPD.

Values from the calculation:
Relative energy (zero: lowest compared OMol25 entry of this formula, charge and spin): 139.3 kJ/mol
Molar mass: 319.4 g/mol
Total charge: 0
Electronic energy: -1306.1219 hartree

Last column: Mulliken charge in e.
Geometry (Å):
1 O -1.148 3.072 2.911  -0.501
2 O -0.464 4.062 -1.809  -0.689
3 O -0.065 5.007 3.091  -0.522
4 O 0.805 0.100 0.320  -0.184
5 O -1.416 -0.951 -0.572  -0.393
6 O 0.905 -2.528 -0.325  -0.221
7 C -0.552 3.930 2.384  0.421
8 C -0.981 3.068 -1.282  0.551
9 C -0.440 3.939 0.898  -0.479
10 C -1.221 3.097 0.172  -0.040
11 N -1.188 1.851 -1.947  -0.085
12 C 1.088 0.888 2.556  -1.379
13 C -1.862 -3.018 0.751  -0.826
14 C 2.112 -4.255 0.735  -1.182
15 C 0.312 0.012 1.670  0.362
16 C -2.273 -2.002 -0.296  -0.436
17 C 2.195 -3.058 -0.180  -0.273
18 C -0.590 1.567 -3.208  -0.918
19 C 0.729 0.753 -2.982  -0.550
20 C 0.591 -0.688 -2.513  -0.388
21 Si 0.297 -1.039 -0.712  0.034
22 H -0.440 4.868 4.039  0.382
23 H 0.029 4.787 0.454  0.504
24 H -1.597 2.173 0.569  0.346
25 H -1.253 1.011 -1.391  0.222
26 H 1.052 1.869 2.097  0.134
27 H 2.131 0.616 2.632  0.376
28 H 0.598 1.089 3.528  0.364
29 H -0.855 -3.321 0.487  0.106
30 H -2.489 -3.917 0.810  0.395
31 H -1.728 -2.595 1.757  0.237
32 H 1.717 -3.870 1.739  0.206
33 H 3.004 -4.850 0.940  0.412
34 H 1.422 -4.960 0.377  0.291
35 H -0.794 0.215 1.538  0.185
36 H 0.500 -1.003 1.969  0.258
37 H -2.613 -2.442 -1.211  0.392
38 H -3.190 -1.475 -0.004  0.308
39 H 2.692 -3.256 -1.123  0.294
40 H 2.753 -2.202 0.196  0.354
41 H -1.430 1.126 -3.737  0.372
42 H -0.347 2.593 -3.568  0.453
43 H 1.365 1.364 -2.259  0.194
44 H 1.337 0.794 -3.948  0.413
45 H -0.299 -1.227 -2.944  0.262
46 H 1.604 -1.193 -2.608  0.238